Formula: C4H12O
Source: the OMol25 dataset
Level of theory: the ωB97M-V functional and the def2-TZVPD basis

Geometry as XYZ:
```
17
Properties=species:S:1:pos:R:3
C 0.16 1.90 0.45
C -0.30 -1.72 -1.32
C -0.72 -0.43 -0.66
C 0.22 0.81 -0.61
H -0.86 1.78 0.89
H 0.52 2.86 0.07
H 0.70 1.82 1.48
H -0.99 -2.60 -1.12
H 0.66 -2.03 -0.96
H -0.23 -1.40 -2.41
H -1.04 -0.65 0.39
H -1.72 -0.15 -1.04
H 1.25 0.34 -0.62
H 0.22 1.24 -1.66
H 1.11 -0.53 1.60
H 0.09 -0.50 2.90
O 0.93 -0.75 2.60
```

E_HOMO (spin up / spin down), eV: -15.748 / -15.471
E_tot, eV: -6377.953
F_max, eV/Å: 4.91
Total charge: +1
Multiplicity: 2
Energy relative to the best compared isomer or geometry (same formula, charge and spin), kJ/mol: 144.7
Lowest unoccupied orbital energy (spin up / spin down), eV: -3.29 / -10.96

---

Formula: C24H37CrO2Si
Source: the OMol25 dataset
Level of theory: the ωB97M-V functional and the def2-TZVPD basis

Geometry as XYZ:
```
65
Properties=species:S:1:pos:R:3
O 0.02 -3.71 0.55
C -0.95 -4.60 1.12
C -0.06 -4.81 2.34
H -1.08 -5.50 0.52
H -1.92 -4.12 1.35
C 0.72 -3.53 1.83
H 0.60 -5.66 2.20
H -0.57 -4.81 3.31
C 2.23 -3.59 1.68
H 2.56 -3.76 0.64
H 2.63 -4.38 2.32
H 2.65 -2.65 2.04
C 0.33 -2.30 2.58
H -0.73 -2.34 2.87
H 0.46 -1.42 1.96
H 0.99 -2.14 3.44
Cr -0.01 1.31 -0.16
C -1.41 1.72 1.34
C -2.08 1.82 0.07
C -2.01 0.52 -0.58
H -2.51 2.73 -0.35
C -1.26 -0.36 0.27
C -0.94 0.37 1.49
H -0.55 0.01 2.43
H -1.26 2.52 2.05
H -2.55 0.28 -1.50
H -1.08 -1.41 0.07
C 1.69 2.98 -0.65
C 2.05 2.02 0.49
C 2.16 0.70 0.02
H 2.37 2.39 1.47
C 1.71 0.66 -1.38
C 1.36 1.98 -1.76
H 0.91 2.36 -2.68
H 2.45 3.75 -0.85
H 2.61 -0.14 0.56
H 1.69 -0.19 -2.06
O 1.10 -3.45 -1.95
C 1.45 -4.86 -1.82
C 0.79 -5.77 -2.87
H 1.13 -5.20 -0.82
H 2.54 -4.96 -1.89
C -0.18 -4.82 -3.56
H 0.29 -6.62 -2.39
H 1.52 -6.20 -3.58
C 0.02 -3.43 -2.89
H -1.21 -5.19 -3.49
H 0.10 -4.74 -4.61
H -0.90 -3.14 -2.34
H 0.26 -2.70 -3.68
C -0.01 7.06 1.58
Si -1.17 6.13 0.44
C -2.82 5.59 1.19
C -1.31 7.17 -1.11
C -0.39 4.52 -0.03
C 0.38 3.58 -0.32
H -0.27 8.12 1.46
H 1.04 6.90 1.27
H -0.13 6.77 2.64
H -3.41 6.43 1.60
H -3.43 5.11 0.41
H -2.65 4.86 2.00
H -0.42 6.99 -1.72
H -2.20 6.91 -1.69
H -1.35 8.25 -0.90
```

E_HOMO (spin up / spin down), eV: -5.815 / -5.984
E_tot, eV: -65876.423
F_max, eV/Å: 3.53
Multiplicity: 4
Energy relative to the best compared isomer or geometry (same formula, charge and spin), kJ/mol: 0.0
Lowest unoccupied orbital energy (spin up / spin down), eV: 0.77 / 0.76

---

Formula: C2H11N3O2
Source: the OMol25 dataset
Level of theory: the ωB97M-V functional and the def2-TZVPD basis

Geometry as XYZ:
```
18
Properties=species:S:1:pos:R:3
N 1.70 1.05 -0.46
C 1.71 -0.40 -0.59
O 2.85 -0.88 -1.25
O 1.61 -0.98 0.65
H 2.45 1.33 0.17
H 1.86 1.48 -1.36
H 0.84 -0.65 -1.23
H 3.47 -1.17 -0.57
H 0.66 -0.83 1.04
C -2.60 0.43 -0.25
N -1.24 0.00 0.01
N -1.00 -0.50 1.37
H -2.65 0.80 -1.27
H -2.95 1.22 0.44
H -3.28 -0.43 -0.16
H -0.59 0.77 -0.11
H -1.35 0.14 2.09
H -1.49 -1.39 1.47
```

E_HOMO, eV: -9.475
E_tot, eV: -10816.805
F_max, eV/Å: 1.74
Energy relative to the best compared isomer or geometry (same formula, charge and spin), kJ/mol: 151.5
Lowest unoccupied orbital energy, eV: 0.85
SMILES: NC(O)O.CNN

---

Formula: C3H5NS
Source: the OMol25 dataset
Level of theory: the ωB97M-V functional and the def2-TZVPD basis

Geometry as XYZ:
```
10
Properties=species:S:1:pos:R:3
C -0.42 1.05 -0.05
C 0.06 -0.22 0.04
C 1.29 -1.05 -0.13
N -1.76 0.98 -0.08
S -1.84 -0.83 0.02
H -0.07 2.01 0.20
H 1.93 -0.67 -0.94
H 1.94 -0.86 0.85
H 1.13 -2.17 -0.21
H -2.26 1.75 0.29
```

E_HOMO, eV: -8.015
E_tot, eV: -15514.475
F_max, eV/Å: 3.17
Energy relative to the best compared isomer or geometry (same formula, charge and spin), kJ/mol: 231.3
Lowest unoccupied orbital energy, eV: 0.36

---

Formula: C8H10
Source: the OMol25 dataset
Level of theory: the ωB97M-V functional and the def2-TZVPD basis

Geometry as XYZ:
```
18
Properties=species:S:1:pos:R:3
C -0.73 -1.45 -1.88
C -0.05 -0.12 -1.47
C 0.75 -0.14 -0.18
C 0.93 1.29 0.36
C -0.26 2.03 0.72
C 0.33 1.23 1.87
C 0.20 -0.18 2.07
C 0.43 -0.94 0.89
H -1.31 -1.82 -1.05
H -1.17 -1.36 -2.86
H 0.08 -2.17 -2.01
H 0.57 0.38 -2.24
H -0.85 0.58 -1.26
H 1.71 1.87 -0.14
H -1.30 1.71 0.67
H 0.68 1.83 2.71
H -0.22 -0.73 2.90
H 0.22 -2.01 0.90
```

E_HOMO, eV: -6.738
E_tot, eV: -8451.381
F_max, eV/Å: 4.47
Energy relative to the best compared isomer or geometry (same formula, charge and spin), kJ/mol: 664.7
Lowest unoccupied orbital energy, eV: -1.23

---

Formula: CH3Cl2N3O
Source: the OMol25 dataset
Level of theory: the ωB97M-V functional and the def2-TZVPD basis

Geometry as XYZ:
```
10
Properties=species:S:1:pos:R:3
N -0.03 -1.01 0.75
C 0.43 0.30 0.46
N 0.31 0.83 -0.82
O 0.92 2.02 -0.81
N 0.97 1.07 1.44
Cl 2.60 1.51 1.17
Cl 0.77 0.49 3.06
H 0.11 -1.60 -0.10
H 0.20 -1.22 1.74
H 0.67 2.52 -1.60
```

E_HOMO (spin up / spin down), eV: -8.227 / -8.228
E_tot, eV: -32643.604
F_max, eV/Å: 6.05
Energy relative to the best compared isomer or geometry (same formula, charge and spin), kJ/mol: 265.7
Lowest unoccupied orbital energy (spin up / spin down), eV: -0.14 / -0.14
SMILES: N/C(=N/O)N(Cl)Cl